77
Properties=species:S:1:pos:R:3 method="wB97M-V/def2-TZVPD" charge=-1 e_lumo_ev=2.42 homo_lumo_gap_ha=0.3744 mol_weight_g_mol=486.4 relative_energy_kj_mol=270.5 homo_ha=-0.2854
B -0.3555 0.1450 0.2783
F -0.9475 1.3090 0.2503
F -0.5905 -0.6070 1.4653
F -0.7885 -0.5480 -0.9297
F 1.0145 0.2700 0.1003
C -3.4525 1.5980 -1.9677
C -3.8185 1.4450 -3.4807
N -4.0335 1.2750 -4.6047
H -4.1245 2.2630 -1.5607
H -3.5295 0.5840 -1.4617
H -2.5245 1.9530 -1.7627
C -2.1975 -3.2100 0.4863
C -2.1895 -4.7250 0.1253
N -1.9205 -5.8080 -0.1257
H -2.3385 -3.0480 1.4773
H -1.1305 -2.6850 0.3813
H -3.1445 -2.6380 -0.0057
C -0.6735 -1.1660 -4.0637
C -1.7715 -2.2410 -4.3187
N -2.5485 -3.1320 -4.6077
H -1.1275 -0.4050 -3.8297
H -0.1485 -1.3790 -3.2497
H 0.0475 -1.1530 -4.9827
C 1.5405 -3.5990 -1.3227
C 1.9265 -3.6910 -2.7257
O 1.0895 -4.5680 -3.5377
H 0.5805 -3.1240 -1.4237
H 2.2545 -2.9200 -0.7757
H 1.4255 -4.7180 -1.0617
H 2.8315 -4.0370 -2.8987
H 2.0935 -2.6850 -3.2657
H 1.2695 -4.3170 -4.3697
C 3.5615 -1.8750 1.2223
C 4.1575 -1.0060 0.1203
O 5.6755 -1.1380 0.0343
H 2.6165 -1.5260 1.5433
H 4.0245 -1.8070 2.0403
H 3.5145 -3.0070 0.9643
H 3.9635 0.0410 0.2103
H 3.7275 -1.2640 -0.8497
H 5.9185 -0.8640 -0.8217
C 2.1935 2.0420 3.7943
C 1.5435 2.6300 2.5823
O 2.1645 2.4330 1.2733
H 3.2575 2.1420 3.8483
H 2.0165 1.0250 3.2973
H 1.7515 2.2550 4.8233
H 1.3835 3.6580 2.7933
H 0.6165 2.2660 2.4693
H 1.8115 1.7320 0.7463
C -2.1475 -1.2310 5.3443
C -0.8485 -0.5670 4.6903
O -0.2435 -1.6590 3.8553
H -2.8225 -0.4550 5.4263
H -1.6235 -1.9530 6.2293
H -2.5755 -2.1010 4.8983
H -0.2725 -0.3170 5.5303
H -1.0595 0.4590 4.1563
H -0.3975 -1.4190 2.9903
C 1.0095 2.8270 -3.7497
C 0.6735 2.1140 -2.5077
O 1.3915 0.8700 -2.4257
H 0.1515 3.6620 -3.9287
H 1.1205 2.1560 -4.5387
H 1.9595 3.5670 -3.7607
H -0.4385 1.9040 -2.6807
H 1.0335 2.6620 -1.7607
H 0.9955 0.4440 -1.8017
C -2.6445 4.2380 2.1573
C -2.6645 4.3120 0.6443
O -1.4355 3.9050 0.1303
H -2.2025 3.3080 2.3963
H -3.7075 4.2670 2.5543
H -2.1045 5.0290 2.6753
H -2.9565 5.2180 0.4413
H -3.4685 3.5630 0.4113
H -1.3365 3.0230 0.2983



43
Properties=species:S:1:pos:R:3 method="wB97M-V/def2-TZVPD" charge=+2 e_lumo_ev="-8.64 / -6.28" homo_lumo_gap_ha="0.2248 / 0.3088" s_squared=12.128 mol_weight_g_mol=494.2 multiplicity=7 homo_ha="-0.5425 / -0.5395"
C -3.3699 -2.5315 -5.0698
C -2.2711 -2.0846 -4.1520
H -3.8724 -3.3845 -4.6107
H -2.9647 -2.8283 -6.0459
H -4.0936 -1.7190 -5.2172
O -1.9549 -2.5313 -3.0711
Cl -1.3936 -0.6778 -4.8512
Eu -0.5347 -0.4840 -0.5662
P 1.9685 -1.2901 -0.8774
C 2.6340 -2.5377 0.2867
C 1.4658 -2.1814 -2.4102
H 2.3786 -2.6613 -2.8039
H 4.1154 -0.7625 -1.8086
H 1.0269 -1.4494 -3.1217
H 2.8879 0.6126 -2.0249
H 1.8143 -3.2518 0.5491
H 0.6660 -2.9171 -2.1764
C 3.3288 -0.1456 -1.3399
H 3.4781 -3.0408 -0.2300
H 3.6555 0.3634 -0.4075
H 2.9475 -2.0141 1.2242
P -1.9328 1.4479 0.6212
C -2.6097 1.1537 2.2968
C -1.4789 3.2226 0.5044
H -2.9187 1.3322 -1.6032
H -4.1052 1.8938 -0.3108
H -3.6649 0.1216 -0.4946
C -3.3107 1.1741 -0.5738
H -1.0551 3.3753 -0.5109
H -2.3971 3.8081 0.6871
H -3.4652 1.8472 2.4395
H -1.7934 1.3161 3.0422
H -0.6799 3.4143 1.2509
H -2.9233 0.0846 2.3687
Cl 0.0030 1.3093 -2.3261
N 2.5805 0.2119 3.8017
C 1.5983 0.9392 3.2339
N 1.2160 2.0304 3.9354
S 0.8991 0.5252 1.7138
H 3.0804 0.3783 4.6760
H 2.8570 -0.6194 3.2724
H 0.4801 2.5856 3.4994
H 1.5903 2.3847 4.8175



18
Properties=species:S:1:pos:R:3 method="wB97M-V/def2-TZVPD" e_lumo_ev=0.38 homo_lumo_gap_ha=0.3470 mol_weight_g_mol=141.3 relative_energy_kj_mol=51.3 smiles=NCCCSS.O homo_ha=-0.3330
N -0.4399 -2.3485 3.3592
C -1.0860 -2.2086 2.0176
C -0.3298 -1.1421 1.2384
C -0.9860 -0.9479 -0.1244
S -0.0977 0.4347 -1.0536
S 0.9688 -0.6541 -2.5039
H -0.8631 -1.9058 4.1628
H -0.5351 -3.3343 3.5904
H -2.1282 -1.9075 2.1765
H -1.1457 -3.1991 1.5690
H 0.7438 -1.3100 1.1637
H -0.4301 -0.2130 1.7968
H -2.0387 -0.6726 -0.1332
H -1.0099 -1.7887 -0.8199
H 0.0411 -0.7583 -3.4400
O 1.1239 6.0803 0.5450
H 0.2381 5.7814 0.7854
H 1.7230 5.3932 0.8743



19
Properties=species:S:1:pos:R:3 method="wB97M-V/def2-TZVPD" charge=-1 e_lumo_ev=3.38 homo_lumo_gap_ha=0.2924 mol_weight_g_mol=221.2 relative_energy_kj_mol=99.5 smiles="O=C1CCC(=O)C(=O)C(O)=[S@@](=O)([O-])O1" homo_ha=-0.1683
O 0.7322 -0.3126 2.6882
C 0.2522 -0.7153 1.6437
C -0.8415 0.1142 0.9925
C -0.6098 0.7487 -0.4576
C -0.1976 -0.1147 -1.6403
O -0.7760 -0.1094 -2.6986
C 1.3275 -0.6004 -1.6144
O 2.3277 0.0956 -1.7782
C 1.3598 -1.9887 -1.4925
O 2.6334 -2.6139 -1.2326
S 0.2130 -2.6430 -0.3746
O -1.1454 -2.2886 -0.7885
O 0.3876 -4.0158 -0.0559
O 0.5627 -1.8786 1.1284
H -1.6480 -0.4300 0.8583
H -1.0593 1.0343 1.5920
H 0.1782 1.5325 -0.5853
H -1.4764 1.2169 -0.8698
H 3.3087 -1.8890 -1.3734



30
Properties=species:S:1:pos:R:3 method="wB97M-V/def2-TZVPD" charge=+2 e_lumo_ev=-8.37 homo_lumo_gap_ha=0.2453 mol_weight_g_mol=226.7 relative_energy_kj_mol=19.1 homo_ha=-0.5530
C -0.2147 2.2537 2.6961
C -0.6983 3.3645 3.3423
C -1.4774 3.0298 0.7475
C -0.6203 2.0487 1.3217
C -1.4106 4.3522 2.6513
C 1.2734 0.5262 0.5064
C 0.6234 1.1781 -0.7005
C -1.1541 -4.2167 -0.5944
C -1.8917 -3.8552 -1.8584
C 0.2944 -2.4307 -1.9747
N -1.7437 4.1159 1.3728
N -1.1459 -0.0731 0.4072
N -0.1706 0.9768 0.4622
N -0.8531 -3.1372 -1.5259
Cl -1.7068 5.8932 3.2147
H 0.4376 1.5375 3.1932
H -0.5623 3.4780 4.4150
H -2.0474 2.8276 -0.1312
H 1.2600 -0.6595 0.2765
H 1.9630 1.0540 1.1701
H 0.8650 2.1916 -1.1320
H 0.4988 0.3597 -1.4569
H -1.2734 -3.7423 0.3014
H -0.5637 -5.1242 -0.5003
H -2.6855 -3.8654 -2.5376
H -1.1515 -0.7492 1.0980
H 0.8037 -1.9040 -1.2383
H 0.9656 -3.1322 -2.4733
H 0.0175 -1.5978 -2.7394
H -2.0831 0.2387 0.0909



79
Properties=species:S:1:pos:R:3 method="wB97M-V/def2-TZVPD" e_lumo_ev=0.19 homo_lumo_gap_ha=0.3379 mol_weight_g_mol=686.8 homo_ha=-0.3308
O 6.3464 -4.0312 0.4751
P 6.5748 -3.9933 -1.1611
O 7.7465 -2.8634 -1.4100
Si 4.7113 -2.8148 -1.7904
F 4.4172 -3.2800 -3.2998
C 3.2330 -3.2897 -0.7661
C 2.0713 -2.3000 -0.7233
F 1.5731 -2.2088 0.5822
O 4.9328 -1.1825 -1.8615
Si 5.1662 -0.1324 -0.6025
H 6.0392 -3.2280 0.9078
H 7.4955 -1.9391 -1.3137
H 2.8901 -4.2372 -1.1956
H 3.5266 -3.5287 0.2594
H 1.2476 -2.6403 -1.3498
H 2.3409 -1.2873 -1.0328
H 6.6187 -0.0855 -0.3078
H 4.6787 1.2036 -0.9694
H 4.4539 -0.6415 0.5920
F 0.3397 1.0271 1.2033
C -0.8368 0.6376 1.7480
C -1.7860 1.6011 2.0230
C -2.9915 1.2011 2.5828
C -3.2216 -0.1387 2.8638
C -2.2457 -1.0831 2.5750
C -1.0360 -0.7032 2.0089
H -1.5776 2.6405 1.8047
H -3.7485 1.9417 2.8038
H -4.1610 -0.4450 3.3038
H -2.4229 -2.1287 2.7912
H -0.2629 -1.4181 1.7663
F 0.8076 -6.4475 -7.3751
C 1.3124 -5.2049 -7.2063
C 2.1641 -4.9747 -6.1452
C 2.6781 -3.6965 -5.9767
C 2.3321 -2.6825 -6.8606
C 1.4715 -2.9449 -7.9176
C 0.9513 -4.2187 -8.1021
H 2.4100 -5.7823 -5.4693
H 3.3431 -3.4904 -5.1510
H 2.7321 -1.6867 -6.7228
H 1.1988 -2.1550 -8.6056
H 0.2819 -4.4524 -8.9184
F -5.9515 3.2167 2.7629
C -5.3549 4.4298 2.8024
C -4.5473 4.7374 3.8782
C -3.9351 5.9826 3.9071
C -4.1426 6.8910 2.8773
C -4.9609 6.5519 1.8082
C -5.5752 5.3083 1.7606
H -4.4068 4.0172 4.6736
H -3.2994 6.2455 4.7369
H -3.6631 7.8601 2.9070
H -5.1256 7.2563 1.0033
H -6.2148 5.0167 0.9389
F -2.1225 5.0878 6.2295
C -1.3408 4.0223 6.5266
C -1.1062 3.7253 7.8530
C -0.3085 2.6271 8.1446
C 0.2354 1.8597 7.1235
C -0.0186 2.1899 5.7994
C -0.8176 3.2812 5.4872
H -1.5403 4.3410 8.6284
H -0.1140 2.3716 9.1779
H 0.8561 1.0060 7.3595
H 0.4031 1.5969 4.9981
H -1.0293 3.5509 4.4616
F 0.4666 -3.0367 -3.6727
C -0.5922 -2.1960 -3.6703
C -1.8201 -2.6795 -4.0732
C -2.9004 -1.8083 -4.0602
C -2.7412 -0.4900 -3.6551
C -1.4916 -0.0346 -3.2581
C -0.4003 -0.8924 -3.2617
H -1.9157 -3.7092 -4.3888
H -3.8739 -2.1660 -4.3691
H -3.5896 0.1807 -3.6484
H -1.3610 0.9920 -2.9425
H 0.5832 -0.5613 -2.9570



104
Properties=species:S:1:pos:R:3 method="wB97M-V/def2-TZVPD" charge=-2 e_lumo_ev="3.41 / 3.19" homo_lumo_gap_ha="0.1933 / 0.1853" mol_weight_g_mol=1408.7 relative_energy_kj_mol=0.0 homo_ha="-0.0681 / -0.0681"
Pb 2.8038 -1.1063 -1.1151
S 4.7561 -0.7121 1.3643
P 3.5789 0.7775 1.9638
C 1.9075 0.7075 1.4783
P 0.7507 -0.3738 2.1954
S -0.0109 -1.6804 0.9120
C 1.3103 -1.2954 3.6767
C 0.9997 -0.8967 4.9724
C 1.4533 -1.6322 6.0633
C 2.2305 -2.7628 5.8631
C 2.5611 -3.1569 4.5694
C 2.1030 -2.4305 3.4803
C -0.5716 0.7106 2.8746
C -0.4108 2.0910 2.9295
C -1.4644 2.9129 3.3190
C -2.6891 2.3564 3.6542
C -2.8568 0.9757 3.6094
C -1.8065 0.1595 3.2157
C 4.2179 2.3726 1.3576
C 3.3581 3.3260 0.8251
C 3.8571 4.5518 0.3975
C 5.2137 4.8207 0.4884
C 6.0789 3.8594 0.9991
C 5.5833 2.6395 1.4316
C 3.7074 1.0153 3.7852
C 4.3280 0.0846 4.6094
C 4.3365 0.2694 5.9890
C 3.7256 1.3816 6.5520
C 3.1019 2.3158 5.7340
C 3.0920 2.1304 4.3586
H 0.4030 -0.0064 5.1328
H 1.2037 -1.3151 7.0695
H 2.5826 -3.3361 6.7133
H 3.1754 -4.0351 4.4075
H 2.3472 -2.7396 2.4713
H 0.5397 2.5209 2.6387
H -1.3302 3.9879 3.3423
H -3.5182 2.9953 3.9354
H -3.8155 0.5370 3.8608
H -1.9373 -0.9145 3.1469
H 2.3102 3.0760 0.7029
H 3.1870 5.2833 -0.0387
H 5.6036 5.7685 0.1349
H 7.1440 4.0533 1.0364
H 6.2517 1.8726 1.8053
H 4.7945 -0.7822 4.1552
H 4.8112 -0.4690 6.6252
H 3.7350 1.5219 7.6270
H 2.6191 3.1844 6.1673
H 2.6147 2.8641 3.7182
F -3.0466 1.8819 -3.3401
C -2.9341 0.5590 -3.0540
C -1.6775 0.0576 -2.8625
C -1.4836 -1.2955 -2.5953
C -0.1059 -1.8253 -2.4990
O 0.8349 -1.0416 -2.6611
C -0.0015 -3.2466 -2.2469
C -1.1438 -3.9524 -2.0863
N -2.4138 -3.4443 -2.1264
C -3.5286 -4.3107 -1.8647
C -3.4966 -5.1282 -0.6125
C -4.4482 -3.9721 -0.7341
C -2.6045 -2.1113 -2.4601
C -3.8813 -1.5832 -2.6753
C -4.0824 -0.2528 -3.0089
N -5.4170 0.1582 -3.3035
C -6.0118 -0.4943 -4.4772
C -7.3924 -0.9933 -4.2495
N -7.9164 2.0222 -4.2311
C -7.2142 1.8926 -2.9450
C -5.7373 1.5737 -3.1361
C 1.2898 -4.0578 -2.0815
O 1.2219 -5.2403 -2.4488
O 2.2528 -3.4763 -1.5046
H -0.8086 0.7023 -2.9411
H -1.0707 -5.0148 -1.8978
H -3.9639 -4.7763 -2.7425
H -2.6411 -4.9956 0.0372
H -3.8797 -6.1382 -0.6615
H -4.2133 -3.0801 -0.1673
H -5.5052 -4.1662 -0.8622
H -4.7538 -2.2164 -2.5813
H -5.3618 -1.3324 -4.7355
H -5.9843 0.1861 -5.3406
H -7.6454 -1.4751 -3.3100
H -8.1042 -1.0273 -5.0650
H -8.8673 2.3382 -4.0968
H -7.4482 2.7088 -4.8103
H -7.6784 1.0925 -2.3646
H -7.2715 2.8116 -2.3528
H -5.2101 1.9085 -2.2484
H -5.3708 2.1760 -3.9816
Br 6.4024 0.6759 -7.1880
C 5.4228 0.8273 -5.5660
C 4.9772 2.0549 -5.1173
Br 5.3334 3.6451 -6.1006
C 4.2494 2.1182 -3.9090
Br 3.5944 3.7682 -3.2294
C 3.9614 0.9929 -3.1297
O 3.2934 1.0310 -2.0215
C 4.4456 -0.2859 -3.5926
O 4.2066 -1.3513 -2.8732
C 5.1458 -0.3254 -4.7969
Br 5.7173 -2.0500 -5.3548



12
Properties=species:S:1:pos:R:3 method="wB97M-V/def2-TZVPD" e_lumo_ev=0.21 homo_lumo_gap_ha=0.3792 mol_weight_g_mol=140.6 relative_energy_kj_mol=162.3 smiles="O=C(S)[C@H](Cl)CO" homo_ha=-0.3716
O -1.3276 1.1453 -0.1610
C -0.3515 0.8329 -0.7300
S 0.1377 1.6752 -2.0937
C 0.5796 -0.3531 -0.1153
Cl 0.7524 -1.8537 -1.0543
C -0.0252 -0.5284 1.2420
O -1.3394 -1.0969 1.4643
H 1.3593 1.1087 -2.7119
H 1.5059 0.0112 -0.2168
H 0.1209 0.6623 1.5295
H 0.6934 -1.0283 1.9386
H -2.1055 -0.5752 0.9085



41
Properties=species:S:1:pos:R:3 method="wB97M-V/def2-TZVPD" charge=-1 e_lumo_ev="2.10 / 2.10" homo_lumo_gap_ha="0.1242 / 0.1266" s_squared=12.724 mol_weight_g_mol=439.2 multiplicity=7 relative_energy_kj_mol=15.2 homo_ha="-0.0472 / -0.0496"
Tb 0.5739 1.1156 -0.3674
Cl 1.9259 2.0636 1.5423
Cl -0.7352 0.6040 -2.5217
C 1.7173 2.5585 -1.7110
H 1.1237 2.7142 -2.6163
H 2.1093 3.4887 -1.3173
C 2.5230 -0.2008 -1.0370
C 2.5165 1.0756 -1.6533
H 1.6841 -0.8054 -0.3791
C 3.9596 1.6033 -1.2956
H 2.4820 0.7784 -2.7590
C 5.1196 0.5600 -1.5428
H 4.0502 2.4730 -1.9683
H 3.9948 1.9895 -0.2400
C 4.8262 -0.6342 -0.7229
H 5.1764 0.3249 -2.6005
H 6.0844 1.0224 -1.2793
C 3.5333 -1.2868 -1.3659
H 5.6575 -1.3198 -0.7400
H 4.5939 -0.3303 0.3152
H 3.7053 -1.4966 -2.4523
H 3.3177 -2.2343 -0.8008
O -0.8057 -0.1096 0.7690
C -1.9524 -0.2864 1.2651
C -3.0648 0.7159 1.1234
C -4.2752 0.1780 0.3510
C -5.2150 -0.6868 1.1947
C -4.5985 -1.9902 1.6799
C -3.4284 -1.7860 2.6300
N -2.1988 -1.4096 1.9395
H -3.3784 0.9991 2.1388
H -2.6664 1.6117 0.6222
H -4.8543 1.0373 -0.0092
H -3.9300 -0.3584 -0.5428
H -5.5615 -0.1059 2.0608
H -6.1045 -0.9264 0.5987
H -5.3720 -2.5724 2.1984
H -4.2735 -2.6010 0.8303
H -3.6720 -1.0366 3.3998
H -3.2377 -2.7197 3.1599
H -1.3503 -2.0163 2.1034